# 1
44
Properties=species:S:1:pos:R:3:lowdin_charge:R:1 method="wB97M-V/def2-TZVPD" total_charge=+1 total_energy_ha=-923.99440 orbital_gap_ha=0.313 e_lumo_ev=-2.92 largest_force_ev_per_a=1.182
C 0.335 2.598 1.111 -0.061
N 0.116 3.941 0.521 -0.107
C -0.416 4.878 1.521 -0.069
B -0.838 3.730 -0.569 -0.527
O -0.546 3.960 -1.851 0.241
C -2.298 3.124 -0.214 -0.104
N -3.363 3.710 0.317 0.160
C -4.382 2.770 0.473 -0.007
C -3.891 1.604 0.016 -0.019
N -2.594 1.834 -0.403 0.169
H -0.441 2.341 1.840 0.091
H 0.295 1.847 0.321 0.082
H 1.290 2.568 1.624 0.101
H -0.971 5.674 1.026 0.090
H -1.113 4.378 2.203 0.086
H 0.375 5.330 2.104 0.097
H 0.416 3.949 -1.963 0.142
H -3.421 4.680 0.578 0.179
H -5.330 3.029 0.896 0.134
H -4.408 0.665 0.008 0.136
H -1.956 1.155 -0.787 0.182
C -0.174 -5.622 -1.097 -0.105
O 0.754 -4.558 -1.081 -0.197
C 0.524 -3.633 -2.126 -0.210
C 1.242 -2.333 -1.845 -0.176
O 0.552 -1.483 -0.929 -0.156
C 0.605 -1.857 0.444 -0.186
C 1.940 -1.563 1.095 -0.218
O 2.875 -2.576 0.798 -0.193
C 4.203 -2.169 1.051 -0.101
H -0.121 -6.177 -2.040 0.091
H 0.078 -6.294 -0.280 0.091
H -1.195 -5.251 -0.947 0.087
H -0.551 -3.440 -2.234 0.127
H 0.906 -4.058 -3.063 0.132
H 1.286 -1.768 -2.779 0.127
H 2.266 -2.512 -1.517 0.125
H 0.312 -2.898 0.584 0.126
H -0.152 -1.234 0.930 0.114
H 1.811 -1.524 2.187 0.130
H 2.307 -0.590 0.741 0.123
H 4.478 -1.319 0.415 0.089
H 4.856 -3.006 0.815 0.092
H 4.339 -1.898 2.104 0.090

***

# 2
43
Properties=species:S:1:pos:R:3:lowdin_charge:R:1 method="wB97M-V/def2-TZVPD" s2=0.75 total_charge=0 total_energy_ha=-2257.23902 orbital_gap_ha="0.125 / 0.126" e_lumo_ev="-0.71 / -0.71" largest_force_ev_per_a=4.512 spin_multiplicity=2
C 1.014 -1.528 -2.498 -0.014
C 0.958 -1.247 -1.137 -0.279
N -0.217 -0.990 -0.505 0.017
C -1.373 -1.139 -1.207 -0.291
C -1.366 -1.463 -2.558 -0.026
C -0.162 -1.634 -3.231 -0.027
C 2.259 -1.320 -0.351 -0.274
P 2.494 -0.061 1.001 0.809
Ce -0.205 -0.281 1.978 0.248
P -2.947 -0.085 1.036 0.787
C -2.739 -1.037 -0.550 -0.279
O 2.210 3.602 -2.044 -0.044
O -0.379 2.043 0.825 -0.239
H 1.995 -1.673 -2.946 0.122
H -2.327 -1.567 -3.058 0.121
H -0.144 -1.865 -4.293 0.117
C 3.935 -0.754 1.877 -0.246
C 3.245 1.347 0.125 -0.298
H -3.434 -0.567 -1.265 0.085
H -3.131 -2.051 -0.348 0.098
H 3.053 -1.217 -0.986 0.051
H 2.339 -2.309 0.144 0.112
C -4.193 -1.111 1.897 -0.250
C -3.954 1.326 0.475 -0.261
H 2.592 3.812 2.636 -0.398
H 0.231 2.372 0.134 0.067
H 2.999 3.994 -2.312 0.005
H 1.767 3.350 -2.872 0.047
H -1.121 -1.859 2.069 -0.194
H -1.238 1.653 0.253 0.094
H 4.856 -0.252 1.552 0.048
H 3.783 -0.578 2.950 0.039
H 4.017 -1.835 1.708 0.048
H 4.306 1.139 -0.073 0.046
H 2.736 1.590 -0.816 0.020
H 3.172 2.226 0.780 -0.070
H -4.971 1.238 0.879 0.043
H -3.508 2.256 0.859 0.045
H -4.000 1.376 -0.621 0.047
H -5.119 -0.538 2.029 0.041
H -4.402 -2.032 1.337 0.048
H -3.791 -1.384 2.883 0.041
Cl 0.758 -0.945 4.244 -0.055

***

# 3
55
Properties=species:S:1:pos:R:3:lowdin_charge:R:1 method="wB97M-V/def2-TZVPD" s2=0.75 total_charge=0 total_energy_ha=-8560.47953 orbital_gap_ha="0.193 / 0.195" e_lumo_ev="-2.61 / -2.60" largest_force_ev_per_a=1.939 spin_multiplicity=2
Ce -0.197 -0.203 0.293 0.645
C -3.292 1.600 0.275 -0.162
C -2.967 1.305 1.728 -0.167
N -1.505 1.452 2.009 -0.107
C -1.055 2.875 1.966 -0.140
C 0.173 2.962 1.017 -0.217
N -0.008 2.331 -0.255 -0.208
C -0.966 2.907 -1.202 -0.161
C -1.861 1.815 -1.742 -0.198
N -2.358 0.940 -0.666 -0.145
H -3.266 2.663 0.149 0.101
H -4.295 1.316 0.080 0.120
H -3.257 0.286 2.021 0.115
H -3.559 2.009 2.347 0.134
H -1.395 1.054 2.920 0.078
H -0.835 3.248 2.959 0.124
H -1.857 3.499 1.622 0.098
H 0.982 2.384 1.499 0.053
H 0.478 4.018 0.879 0.138
H 0.924 2.223 -0.669 0.026
H -0.408 3.304 -2.034 0.125
H -1.505 3.737 -0.720 0.126
H -1.321 1.159 -2.454 0.102
H -2.722 2.226 -2.309 0.136
H -2.862 0.181 -1.113 0.094
O 1.094 -2.536 -0.017 -0.229
C 2.254 -2.518 -0.865 -0.237
C 2.030 -1.759 -2.170 -0.503
C 3.244 -2.062 -3.118 -0.199
O 3.180 -1.286 -4.301 -0.066
C 0.714 -2.283 -2.852 -0.509
Se -1.025 -1.936 -2.040 0.680
C 1.994 -0.202 -1.985 -0.494
Se 2.503 0.487 -0.221 0.643
H 0.346 -2.810 -0.551 -0.045
H 2.541 -3.524 -1.110 0.129
H 3.026 -2.080 -0.210 0.074
H 3.271 -3.124 -3.366 0.127
H 4.175 -1.740 -2.637 0.140
H 2.386 -1.555 -4.787 0.085
H 0.780 -3.342 -2.931 0.055
H 0.690 -1.866 -3.857 0.052
H 0.943 0.114 -2.262 0.042
H 2.664 0.264 -2.695 0.058
S 1.750 0.760 3.708 0.087
S 3.565 1.023 3.138 -0.029
S 4.353 -1.005 2.638 0.033
S 2.981 -2.191 3.081 0.196
F -1.874 -1.552 1.554 -0.289
P -1.501 -2.346 3.026 0.199
F -1.088 -0.878 3.640 -0.184
F -2.998 -2.088 3.485 -0.117
F -1.150 -3.089 4.390 -0.105
F -1.923 -3.686 2.279 -0.109
F 0.006 -2.482 2.439 -0.195